[1]
This record from the OMol25 dataset describes C33H41AsCl3F6N4O2P2PdS as an isolated structure. The level of theory is ωB97M-V/def2-TZVPD.

For the HOMO energy (spin up / spin down), the calculation gives -0.607 / -0.661 Eh. The expectation value of S² is 8.8156. For the maximum force, the calculation gives 0.667 eV/A. Its HOMO-LUMO gap (spin up / spin down) is 7.088 / 4.854 eV. The LUMO energy (spin up / spin down) is -9.4 / -13.1 eV. Its multiplicity is 6. Its net charge is +4. For the energy relative to the best compared isomer or geometry (same formula, charge and spin), the calculation gives 0.882 eV.

Structure (XYZ):
```
94
Properties=species:S:1:pos:R:3:forces:R:3:mulliken_charge:R:1
Pd -1.403311 0.660302 0.449808 -0.4 0.4 0.1 1.550
C -5.007286 0.630594 -0.842788 0.1 -0.1 0.0 -1.141
P -3.990858 0.648134 0.659840 0.5 0.3 0.0 0.795
C -4.861591 -0.483255 1.776210 0.0 0.0 -0.1 -1.352
C -4.271990 2.325806 1.352832 -0.1 -0.2 0.0 -1.127
C -3.259245 2.673034 2.440641 0.1 0.0 -0.1 -1.191
P -1.556822 2.673101 1.779909 -0.2 -0.1 -0.1 0.908
C -1.423851 4.209690 0.820818 0.0 -0.1 0.0 -1.374
C -0.492198 2.907246 3.224738 0.0 -0.1 -0.1 -1.264
H -6.015494 0.969495 -0.597380 0.0 0.0 0.0 0.506
H -5.066798 -0.386420 -1.231341 0.0 0.0 0.0 0.476
H -4.579931 1.282814 -1.601503 0.0 0.0 0.0 0.092
H -5.927815 -0.254012 1.721689 0.0 0.0 0.0 0.476
H -4.515219 -0.376903 2.799767 0.0 0.0 0.0 0.362
H -4.700872 -1.514434 1.462307 0.0 0.0 0.0 0.392
H -5.289690 2.365216 1.748356 0.0 0.1 0.0 0.598
H -4.216018 3.035331 0.523290 0.0 0.0 0.0 0.385
H -3.296174 1.946770 3.255931 0.0 0.0 0.0 0.346
H -3.461230 3.658941 2.866805 0.0 0.0 0.0 0.602
H -1.569090 5.072256 1.472848 0.0 0.0 0.0 0.468
H -2.178066 4.225382 0.033865 0.0 0.0 0.0 0.352
H -0.436462 4.277801 0.363303 0.0 0.0 0.0 0.376
H -0.924498 3.678212 3.864471 0.0 0.0 0.0 0.489
H 0.503999 3.218529 2.912161 0.0 0.0 0.0 0.410
H -0.420325 1.971065 3.777286 0.0 0.0 0.0 0.225
F -1.550794 -1.684253 0.925102 0.2 0.0 0.3 -0.565
As -1.165913 -1.813231 2.668720 0.0 0.7 0.0 1.965
F -2.257248 -0.456507 2.921500 0.1 -0.1 0.0 -0.494
F -2.421122 -2.931687 2.844611 0.0 -0.2 0.0 -0.428
F 0.052672 -0.543304 2.455599 0.0 -0.1 0.0 -0.427
F 0.050534 -2.963657 2.312244 0.0 -0.3 0.0 -0.460
F -0.803154 -1.841717 4.353595 0.1 -0.1 0.1 -0.472
C -0.480886 3.676782 -5.717053 0.0 0.1 -0.3 -0.983
N -0.420976 3.227674 -4.330152 -0.1 -0.1 0.0 0.001
N -1.421038 2.622930 -3.705560 0.2 0.2 0.0 0.781
C -0.939365 2.186038 -2.432176 -0.3 -0.1 0.3 -0.179
O -1.699130 1.672434 -1.617622 0.1 0.0 -0.3 -0.427
C 0.442464 2.558270 -2.385010 0.0 0.1 -0.2 -0.509
C 0.724049 3.207993 -3.543360 0.2 -0.1 0.2 0.309
C 1.987804 3.810264 -4.030145 0.0 0.1 -0.2 -1.687
C -2.752855 2.579081 -4.189647 -0.4 0.0 -0.2 0.237
C -3.399658 1.346901 -4.270351 0.2 0.0 0.0 -0.483
C -4.682436 1.301826 -4.783591 -0.1 0.0 0.0 -0.669
C -5.315076 2.469254 -5.200353 0.1 0.0 0.0 -0.537
C -4.666954 3.697081 -5.095544 -0.1 0.0 0.0 -0.775
C -3.382398 3.759017 -4.592634 0.2 0.0 0.2 0.061
H -1.368217 3.272963 -6.194556 0.0 0.0 0.1 0.446
H 0.408911 3.320055 -6.232325 0.0 0.0 0.1 0.378
H -0.510473 4.765353 -5.766517 0.0 0.0 0.1 0.390
H 1.106604 2.349340 -1.564694 0.0 0.0 0.0 0.558
H 2.711991 3.863359 -3.222556 0.0 0.0 0.0 0.417
H 1.824378 4.817125 -4.417708 0.0 0.0 0.0 0.392
H 2.416019 3.214522 -4.839869 0.0 0.0 0.0 0.396
H -2.888292 0.439322 -3.977304 0.0 0.0 0.0 0.478
H -5.186294 0.349592 -4.880487 0.0 0.0 0.0 0.483
H -6.314146 2.419719 -5.612205 0.0 0.0 0.0 0.463
H -5.165186 4.606123 -5.403271 0.0 0.0 0.0 0.452
H -2.884994 4.714908 -4.478839 0.0 0.0 0.0 0.547
Cl 6.311421 -7.769885 -0.890044 0.0 0.1 0.0 0.022
C 5.832672 -6.323839 -0.221183 0.0 -0.1 0.0 0.423
C 4.434945 -5.993035 -0.211764 -0.1 0.1 0.0 -0.875
C 4.034382 -4.803657 0.330829 -0.1 -0.1 0.0 -0.107
C 4.965568 -3.899941 0.865037 0.0 0.0 0.0 0.014
C 4.473723 -2.561866 1.401195 0.0 -0.1 0.0 -0.442
C 4.116231 -1.612419 0.203436 0.1 0.0 0.1 -1.718
N 2.720161 -1.280304 -0.009898 0.0 0.0 0.1 0.433
C 1.866727 -1.958313 -0.849522 -0.2 -0.1 0.0 -0.607
C 0.739226 -1.210010 -0.927348 0.1 0.1 -0.1 -0.961
N 0.881088 -0.071189 -0.159374 -0.4 -0.1 -0.1 0.321
C 2.076801 -0.152953 0.382441 0.0 0.0 -0.1 -0.663
O 3.369284 -2.732773 2.263850 0.0 0.0 0.0 -0.084
C 3.715197 -3.500895 3.411928 0.0 0.0 0.0 -0.651
C 2.776460 -3.224088 4.543106 -0.1 0.0 -0.1 0.165
C 2.515823 -4.165015 5.577664 0.0 0.1 0.1 0.460
Cl 3.144849 -5.695079 5.689974 0.0 0.0 0.0 -0.048
S 1.454099 -3.552251 6.808081 0.1 0.0 -0.1 0.011
C 1.354145 -2.091205 5.969546 -0.1 0.0 0.1 -0.251
C 2.100529 -2.053985 4.774702 0.1 -0.1 -0.1 -0.461
C 6.359251 -4.268094 0.874134 0.0 0.0 -0.1 0.772
Cl 7.523911 -3.228434 1.557038 -0.1 0.0 0.0 -0.093
C 6.782927 -5.453398 0.332560 0.1 0.0 0.0 -0.643
H 3.719822 -6.685199 -0.636926 0.1 -0.1 0.0 0.498
H 2.980753 -4.552863 0.366228 0.0 0.0 0.0 0.622
H 5.290870 -2.088299 1.947821 0.0 0.0 0.0 1.028
H 4.471675 -2.066767 -0.720287 0.1 0.1 0.0 0.512
H 4.669531 -0.685401 0.336833 0.0 0.0 0.0 0.449
H 2.122891 -2.891465 -1.320308 0.1 0.0 0.0 0.552
H -0.152181 -1.411108 -1.497052 0.0 -0.1 0.0 0.551
H 2.520951 0.578528 1.038661 0.0 -0.1 0.0 0.527
H 4.730073 -3.243736 3.746925 0.0 0.0 0.0 0.404
H 3.708118 -4.570770 3.179371 0.0 0.0 0.0 0.538
H 0.748302 -1.288351 6.365198 0.0 0.0 0.0 0.388
H 2.119621 -1.202396 4.111385 -0.1 0.0 0.0 0.378
H 7.832161 -5.717814 0.334054 0.0 0.0 0.0 0.516
```
Positions in Å, forces in eV/Å.

***

[2]
This record from the OMol25 dataset describes C33H41Br4N10O5P2S2Tl as an isolated structure. The level of theory is ωB97M-V/def2-TZVPD.

For the HOMO energy, the calculation gives -0.014 Eh. For the maximum force, the calculation gives 0.338 eV/A. Its HOMO-LUMO gap is 3.883 eV. The LUMO energy is 3.5 eV. Its net charge is -2. For the energy relative to the best compared isomer or geometry (same formula, charge and spin), the calculation gives 0.000 eV.

Structure (XYZ):
```
98
Properties=species:S:1:pos:R:3:forces:R:3:nbo_charge:R:1
Tl 0.097420 -1.584839 -0.781817 0.0 -0.2 -0.2 0.795
C 0.463836 -1.293695 3.382172 0.0 -0.1 0.0 -0.418
N -0.397796 -0.290501 4.014541 0.0 0.1 -0.1 -0.809
C 0.026280 0.080746 5.350165 0.0 0.0 0.0 -0.405
P -1.078669 0.847401 3.034978 0.1 -0.2 0.1 2.480
O -1.313741 0.354629 1.677061 0.0 0.1 -0.1 -1.078
O -0.150200 2.165832 3.121435 -0.1 0.2 0.2 -1.124
P 1.173243 2.501855 2.245041 0.0 0.1 -0.2 2.477
O 2.169653 1.423980 2.298268 0.1 -0.1 0.1 -1.102
N 1.580796 3.947136 2.994718 0.0 -0.1 0.0 -0.790
C 1.664989 3.934921 4.449559 0.0 0.0 0.0 -0.409
C 2.745662 4.597658 2.398764 0.0 0.0 0.0 -0.417
N 0.696240 2.936453 0.746867 0.0 -0.2 0.1 -0.827
C -0.398951 3.889987 0.601825 0.0 0.0 0.0 -0.413
C 0.724093 1.915006 -0.318598 0.1 0.1 0.0 -0.417
N -2.397290 1.407490 3.887491 0.0 -0.1 0.1 -0.801
C -3.507740 0.453662 3.876489 0.0 0.0 0.1 -0.416
C -2.852860 2.779321 3.709376 0.0 0.0 0.0 -0.406
H 0.418428 -2.217448 3.961363 0.0 0.0 0.0 0.187
H 1.499258 -0.943343 3.324527 0.0 0.0 0.0 0.205
H 0.111059 -1.496649 2.374252 0.0 0.0 0.0 0.251
H -0.023165 -0.793546 6.004688 0.0 0.0 0.0 0.188
H -0.630954 0.851707 5.751239 0.0 0.0 0.0 0.210
H 1.059598 0.452028 5.355689 0.0 0.0 0.0 0.184
H 0.776250 3.478023 4.877313 0.0 0.0 0.0 0.218
H 1.729925 4.965658 4.806765 0.0 0.0 0.0 0.185
H 2.549087 3.391065 4.807232 0.0 0.0 0.0 0.179
H 2.682226 4.550011 1.313575 0.0 0.0 0.0 0.231
H 3.682745 4.123578 2.714568 0.0 0.0 0.0 0.181
H 2.762795 5.647159 2.702186 0.0 0.0 0.0 0.185
H -0.403016 4.588472 1.436538 0.0 0.0 0.0 0.199
H -1.363471 3.373694 0.549463 0.1 0.0 0.1 0.200
H -0.271471 4.444426 -0.329898 0.0 -0.1 0.0 0.219
H 1.559316 1.239334 -0.151451 0.0 0.0 0.0 0.225
H 0.846466 2.420210 -1.278170 0.0 0.0 0.1 0.202
H -0.201739 1.332982 -0.347989 0.1 0.2 0.0 0.234
H -3.127478 -0.563577 3.958619 0.0 0.0 0.0 0.228
H -4.090080 0.526553 2.952352 0.0 0.0 0.0 0.196
H -4.160353 0.653646 4.729796 0.0 0.0 0.0 0.182
H -2.009144 3.463810 3.697892 0.0 0.0 0.0 0.221
H -3.505075 3.044214 4.545605 0.0 0.0 0.0 0.182
H -3.421162 2.905251 2.779605 0.0 0.0 0.0 0.188
N -3.371438 -3.104273 -0.348710 0.0 0.1 0.0 -0.804
C -2.688475 -3.637181 0.685084 0.0 0.0 -0.1 0.294
N -1.395093 -3.704962 0.691639 0.0 0.0 0.0 -0.503
C -0.913644 -4.299800 1.826963 0.0 0.0 0.0 0.126
C -1.844549 -4.666472 2.742810 0.0 0.0 0.0 -0.477
S -3.426266 -4.263938 2.148109 0.0 0.0 0.0 0.288
C 0.540986 -4.524290 1.836976 0.0 0.0 0.0 0.124
C 1.283966 -5.269715 2.693556 0.0 0.0 0.0 -0.466
S 2.925502 -5.328847 2.131284 0.0 0.0 0.0 0.291
C 2.465545 -4.329990 0.765995 0.1 0.0 -0.2 0.286
N 1.223610 -3.980709 0.779224 -0.2 0.0 0.1 -0.495
N 3.309199 -3.932712 -0.221733 0.1 0.0 0.3 -0.822
H -2.812175 -3.020638 -1.212236 0.0 0.0 0.0 0.469
H -4.347772 -3.311999 -0.449227 0.0 0.0 0.0 0.383
H -1.709055 -5.151913 3.694779 0.0 0.0 0.0 0.225
H 0.970767 -5.813482 3.568723 0.0 0.0 0.0 0.225
H 4.137859 -4.481934 -0.367067 0.0 0.0 -0.1 0.380
H 2.797881 -3.648756 -1.071988 -0.1 0.0 -0.1 0.463
Br 1.597731 -7.365117 -5.279470 0.0 0.0 0.0 0.021
C 0.679077 -5.995017 -4.339703 0.0 0.0 0.0 -0.165
C -0.695751 -5.929457 -4.352762 0.0 0.0 0.0 -0.178
Br -1.717944 -7.215142 -5.305270 0.0 0.0 0.0 0.023
C -1.340757 -4.893905 -3.649082 0.0 0.0 0.0 -0.209
Br -3.239466 -4.757904 -3.645416 0.0 0.0 0.0 0.006
C -0.663276 -3.909114 -2.922968 0.0 0.0 0.0 0.284
O -1.266461 -2.962582 -2.289831 0.1 0.0 0.0 -0.864
C 0.802009 -3.987230 -2.896539 -0.1 0.0 0.0 0.368
O 1.475513 -3.116384 -2.230059 0.1 0.1 0.1 -0.876
C 1.399667 -5.026608 -3.614194 0.0 0.0 0.0 -0.245
Br 3.306884 -5.059179 -3.577446 0.0 0.0 0.0 -0.008
C -2.112094 0.944718 -2.338615 0.0 0.0 0.0 -0.707
C -2.008277 2.163528 -2.974970 0.0 0.0 0.0 -0.065
C -2.150830 3.427379 -2.289862 0.0 0.0 0.0 -0.264
C -1.956068 4.638140 -2.911571 0.0 0.0 0.0 -0.227
C -1.615984 4.737418 -4.269006 0.0 0.0 0.0 -0.418
C -1.508210 3.532882 -4.977130 0.0 0.0 0.0 -0.208
C -1.695509 2.306575 -4.380347 -0.1 0.0 0.0 -0.339
H -2.010383 0.009784 -2.879118 -0.1 0.0 0.0 0.197
H -2.337957 0.886937 -1.278991 0.0 0.0 0.0 0.187
H -2.424750 3.401949 -1.237893 0.0 0.0 -0.2 0.168
H -2.074389 5.548020 -2.326085 0.0 0.0 0.0 0.176
H -1.468482 5.695733 -4.750724 0.0 0.0 0.0 0.182
H -1.272913 3.560826 -6.039011 0.0 0.0 0.0 0.183
H -1.619367 1.404381 -4.981155 0.0 0.0 0.0 0.192
N 4.658077 3.487201 -5.539864 0.0 0.0 0.0 -0.351
C 4.012291 2.732731 -4.960602 -0.1 0.0 0.0 0.305
C 3.208647 1.789702 -4.222347 0.0 0.0 0.0 -0.153
C 1.826542 1.916532 -4.181863 0.0 0.0 0.0 -0.208
C 1.113120 0.980663 -3.440938 0.0 0.0 0.0 0.043
N 1.700289 -0.013346 -2.780503 -0.1 0.0 0.0 -0.410
C 3.021801 -0.132924 -2.832985 0.0 0.0 -0.1 0.056
C 3.827579 0.744678 -3.539226 0.0 0.0 0.0 -0.233
H 1.306582 2.718014 -4.689309 0.0 0.0 0.0 0.249
H 0.034802 1.055314 -3.335626 0.1 -0.1 0.0 0.270
H 3.444864 -0.974772 -2.295280 0.0 0.0 0.0 0.213
H 4.901537 0.622909 -3.562531 0.0 0.0 0.0 0.218
```
Positions in Å, forces in eV/Å.